# H2OSn

H2OSn as an isolated structure in a non-equilibrium geometry (ωB97M-V/def2-TZVPD, the OMol25 dataset).

* max |F|: 0.0365 hartree/bohr
* highest occupied orbital energy: -24.70 eV
* energy above the lowest of the compared OMol25 structures with the same formula, charge and spin: 0.119 eV
* total energy: -289.95045 Ha
* net charge: +2

XYZ file:
```
4
Properties=species:S:1:pos:R:3:lowdin_charge:R:1
H -0.41 0.06 -0.93 0.10
H 0.91 0.63 -0.46 0.13
O 0.27 -0.05 -0.26 -0.15
Sn -0.78 -0.63 1.66 1.93
```

# C27H42AuClO5Si5

C27H42AuClO5Si5 as an isolated structure in a non-equilibrium geometry (ωB97M-V/def2-TZVPD, the OMol25 dataset).

* max |F|: 0.0294 hartree/bohr
* highest occupied orbital energy: -9.02 eV
* energy above the lowest of the compared OMol25 structures with the same formula, charge and spin: 1.298 eV
* total energy: -3473.44675 Ha

XYZ file:
```
81
Properties=species:S:1:pos:R:3:lowdin_charge:R:1
C -0.75 -2.53 -3.52 -0.21
H -1.99 0.26 2.89 0.03
C 4.12 2.14 -0.70 -0.10
O 3.09 -4.18 1.99 -0.28
C 4.70 -0.05 -2.28 -0.08
C 2.17 1.16 4.63 -0.08
H 0.15 1.87 4.81 0.11
H -3.44 -4.30 -2.96 0.04
C -0.06 4.59 -2.18 -0.08
H 1.02 4.04 1.48 0.10
C 1.77 1.36 1.86 -0.22
C 5.37 2.04 -1.29 -0.08
H -0.58 -5.37 -2.06 0.04
C -4.46 0.25 -1.33 -0.21
H 0.55 2.58 -2.53 0.10
H -2.14 2.05 -3.10 0.04
C 0.72 4.18 0.45 -0.09
H -0.59 -3.40 -4.17 0.04
H -4.95 -0.03 -0.40 0.01
H -1.77 -3.94 3.36 0.04
C -0.19 5.62 -1.25 -0.09
O 1.54 -2.40 2.29 -0.36
H 6.11 2.81 -1.14 0.10
C -1.93 1.01 -2.83 -0.20
C -4.00 -2.01 1.84 -0.22
H -1.36 -1.81 -4.06 0.02
C 0.83 3.13 -0.46 -0.23
H 2.32 1.07 5.70 0.10
H 3.79 0.63 1.72 0.09
H 0.13 6.21 0.79 0.10
H -2.39 0.36 -3.58 0.02
H 6.63 0.85 -2.55 0.10
C -1.51 -3.71 2.32 -0.20
C 2.99 0.92 2.38 -0.09
C 5.66 0.94 -2.09 -0.09
C 0.21 5.41 0.06 -0.08
H 0.22 -2.06 -3.34 0.02
H -3.88 -3.85 -1.31 0.03
H -0.40 -0.52 2.92 0.01
O 0.37 0.35 -0.48 -0.52
H -0.43 -3.80 2.21 0.01
H -3.94 -2.64 -2.61 0.01
H -4.93 1.18 -1.68 0.04
Si -2.11 -2.00 1.88 0.37
H -2.45 2.99 -0.43 0.04
H -4.36 -2.32 2.82 0.04
H -3.19 2.01 0.84 0.04
Cl 2.67 -2.90 1.55 0.68
C 0.45 3.37 -1.78 -0.10
H -4.41 -1.02 1.63 0.02
H -0.59 6.58 -1.56 0.10
H 2.74 -0.72 -1.85 0.06
H 0.32 -4.40 -0.89 0.01
C 0.95 1.60 4.13 -0.09
C 3.19 0.82 3.75 -0.07
C -2.40 2.03 0.08 -0.19
H -0.36 4.75 -3.21 0.10
C 3.14 1.16 -0.87 -0.23
H -0.85 0.86 -2.86 0.01
Si -1.63 -1.35 -0.33 0.52
O 3.74 -1.95 1.54 -0.30
Au 0.72 -1.61 -0.39 0.88
H 4.92 -0.91 -2.89 0.10
H -1.65 -1.02 4.06 0.05
Si 1.52 1.46 0.01 0.50
H -1.44 1.96 0.57 -0.01
H -0.20 2.06 2.40 0.09
H -2.00 -4.46 1.69 0.02
Si -2.62 0.62 -1.13 0.39
H 3.91 3.01 -0.08 0.11
H -1.24 -5.08 -0.44 0.02
C 3.46 0.07 -1.67 -0.10
C -3.38 -3.50 -2.22 -0.21
H -4.67 -0.52 -2.07 0.01
O 2.21 -3.07 0.10 -0.50
Si -1.56 -3.11 -1.94 0.36
H -4.40 -2.71 1.11 0.02
C -1.47 -0.69 3.03 -0.20
C -0.68 -4.62 -1.26 -0.21
H 4.14 0.46 4.13 0.11
C 0.76 1.70 2.76 -0.14
```

# C42H46F5N4O2SSeSn

C42H46F5N4O2SSeSn as an isolated structure in a non-equilibrium geometry (ωB97M-V/def2-TZVPD, the OMol25 dataset).

* max |F|: 0.0652 hartree/bohr
* highest occupied orbital energy: -10.03 eV
* energy above the lowest of the compared OMol25 structures with the same formula, charge and spin: 0.000 eV
* total energy: -5510.60965 Ha
* net charge: +1

XYZ file:
```
102
Properties=species:S:1:pos:R:3:lowdin_charge:R:1
H -1.54 2.32 -5.47 0.08
N 3.53 -3.65 -6.09 -0.20
C 3.72 -1.42 0.96 -0.41
H 1.36 -3.46 1.33 0.05
O 0.92 0.63 -1.45 -0.24
Sn 2.17 -0.46 -0.29 1.26
H -5.24 4.48 0.03 0.09
C 5.27 0.38 -4.13 0.05
H -2.18 5.00 1.99 0.08
C 4.43 -2.60 0.27 -0.44
H -1.26 3.71 -4.40 0.10
H -2.68 5.50 -1.60 0.10
C 4.37 -0.69 -4.13 -0.07
N 3.52 -0.06 -1.97 -0.01
C -3.07 4.28 0.19 -0.58
H -2.11 0.02 -3.44 0.09
H 2.01 -5.17 -4.23 0.13
H -1.27 -5.31 3.50 0.11
H -2.69 2.53 -4.07 0.09
C -0.90 2.98 0.67 -0.05
Se 1.46 1.59 1.45 1.20
C -1.64 2.67 -4.45 -0.06
C 0.87 -3.92 2.23 -0.05
C 1.02 -3.09 -1.65 -0.06
C -1.22 -0.04 4.26 -0.16
H -0.11 1.85 3.87 0.10
H -0.96 3.19 1.76 0.10
O 0.46 -1.24 0.73 -0.25
C 5.19 1.23 -3.03 0.01
H -0.41 -0.32 -3.19 0.06
C -1.96 3.31 -0.21 -0.16
C 0.30 0.40 2.50 -0.38
C -0.58 -3.42 2.51 -0.52
H -3.64 -1.05 4.11 0.09
H 5.74 2.18 -3.00 0.12
H -1.72 5.97 -0.10 0.09
H -2.12 2.43 4.48 0.03
C -0.82 2.10 -2.08 -0.07
H 0.39 -5.03 -2.22 0.11
H 0.77 1.64 -5.22 0.09
C 1.90 -4.30 -3.62 0.08
H -1.58 2.22 6.20 0.11
F 5.20 -2.16 -0.82 0.10
N 1.74 -2.00 -1.89 0.05
H -1.37 -0.26 7.10 0.09
C 0.08 -0.90 1.99 -0.32
C 3.52 -0.94 -3.01 -0.12
H -1.22 -4.73 0.94 0.08
C -2.32 1.94 5.40 -0.05
C -0.54 -1.91 2.79 -0.06
H -1.50 -2.98 0.54 0.07
H 0.35 -3.11 -0.81 0.10
C -1.09 -4.22 3.71 -0.08
H -2.48 -1.46 6.41 0.07
C -3.11 4.52 1.68 -0.07
N 4.87 -1.57 -6.36 -0.20
H -1.73 -2.09 4.59 0.09
H 4.31 1.57 -1.00 0.14
C 4.35 0.98 -1.93 -0.06
H -3.50 6.38 -0.17 0.09
C -2.32 -0.39 6.53 -0.04
C 4.27 -1.68 -5.17 -0.28
H -3.21 3.54 2.20 0.09
H 1.48 -3.71 3.16 0.11
C -4.45 3.77 -0.29 -0.05
H 0.87 -5.02 2.01 0.10
C -0.71 1.77 -3.60 -0.50
H -3.98 5.15 1.98 0.10
H -3.72 0.69 3.49 0.11
C 3.46 -2.89 -5.02 -0.28
C 2.60 -2.04 -2.95 -0.11
C -3.64 0.02 4.42 -0.06
C -1.87 2.85 -1.55 0.04
C -2.71 5.65 -0.48 -0.04
C 0.71 2.03 -4.18 -0.05
F 3.53 -3.59 -0.14 0.11
S 4.47 -2.92 -7.23 1.06
C -1.18 -1.41 3.94 0.02
F 3.23 -1.98 2.12 0.06
C 0.06 2.13 0.17 -0.37
F 5.27 -3.15 1.22 0.15
H 1.52 1.59 -3.64 0.04
H -2.12 -3.86 4.05 0.09
H -2.55 -3.85 1.71 0.09
C 2.65 -3.14 -3.85 -0.07
C -1.11 0.27 -3.80 -0.03
C -1.53 -3.74 1.31 -0.03
H -3.35 2.33 5.60 0.10
C 0.06 1.57 -1.10 -0.35
C -2.39 0.41 5.17 -0.54
C -0.34 0.84 3.62 -0.07
H -4.52 0.17 5.05 0.09
H 6.01 0.44 -4.96 0.15
F 4.66 -0.46 1.33 0.04
H -2.72 3.13 -2.24 0.11
C 1.09 -4.26 -2.46 0.04
H -0.39 -4.20 4.58 0.10
H 0.93 3.13 -4.26 0.10
H -4.58 3.68 -1.38 0.08
H -3.19 -0.09 7.20 0.10
H -1.00 0.03 -4.87 0.08
H -4.57 2.78 0.17 0.09
```

# C12H14Br12F6O4

C12H14Br12F6O4 as an isolated structure in a non-equilibrium geometry (ωB97M-V/def2-TZVPD, the OMol25 dataset).

* <S²>: 0.755
* max |F|: 0.1192 hartree/bohr
* highest occupied orbital energy (alpha / beta): -1.62 / -5.77 eV
* total energy: -32253.92799 Ha
* net charge: -1
* spin multiplicity: 2

XYZ file:
```
48
Properties=species:S:1:pos:R:3:mulliken_spin:R:1
O 0.35 -0.13 -1.99 0.00
H 1.89 4.06 -2.03 -0.01
H -0.62 1.40 3.91 0.00
Br 5.36 0.95 -0.39 0.00
C -0.32 -0.60 -0.92 0.01
H -0.10 -6.64 0.79 0.00
C 2.11 1.10 -3.18 0.00
H 1.02 0.72 4.23 0.00
Br -3.05 3.38 -4.34 0.00
Br 2.22 4.31 0.41 0.24
H -2.77 1.82 -6.37 0.00
C -1.87 -1.18 3.06 0.00
H -1.70 -1.79 -2.16 0.00
Br 3.72 -0.95 1.73 0.00
C -1.78 -0.98 -1.44 0.00
C -3.53 1.86 -5.59 0.00
H -2.37 -1.25 -0.56 0.00
C 4.55 0.86 1.39 -0.01
Br 0.30 -4.14 0.53 0.00
Br 0.93 6.47 -1.87 0.28
C 1.16 4.47 -1.33 0.29
F -1.17 -3.22 4.11 0.00
H -0.52 0.13 -0.13 -0.01
F 3.37 1.55 -3.02 0.00
F 1.97 0.12 -4.07 0.00
H 3.74 1.59 1.43 0.02
F -2.73 -1.97 5.05 0.00
C 0.33 1.10 3.48 -0.01
C 0.00 0.12 2.32 -0.01
Br 0.27 -5.87 3.31 0.00
H -2.19 -0.18 -2.07 0.00
H 0.93 1.97 3.18 0.01
O -0.58 -1.07 2.85 0.00
F -3.18 -3.12 3.20 0.00
C -2.22 -2.44 3.88 0.00
C 1.55 0.63 -1.84 -0.01
O -2.69 -0.37 2.61 0.00
Br -3.38 0.03 -4.72 0.00
F 1.38 2.21 -3.60 0.00
H 0.23 -1.45 -0.53 0.00
H -0.67 0.65 1.65 0.00
Br -0.53 3.52 -1.30 0.17
Br 5.83 1.06 3.02 0.00
Br -5.33 2.10 -6.45 0.00
C -0.44 -5.81 1.42 0.00
Br -2.36 -5.79 1.28 0.00
O 1.98 0.89 -0.72 0.01
H 0.92 -0.11 1.77 0.00
```

- What is the max |F| in the third record?
  0.0652 hartree/bohr

- Look up the max |F| of the first one.
  0.0365 hartree/bohr

- Which of these has the lowest max |F|?
  C27H42AuClO5Si5

- What is the formula in the third record?
  C42H46F5N4O2SSeSn